(1)
17
Properties=species:S:1:pos:R:3:forces:R:3:nbo_charge:R:1 method="wB97M-V/def2-TZVPD" gap_ev=7.64 total_charge=-1
C 1.01124 -0.18864 -0.82684 0.1 -0.7 1.4 -0.47
O -1.67498 1.68407 -1.40932 -0.1 -0.1 0.0 -1.32
C 1.77548 -0.53404 0.38246 3.5 1.1 -1.5 0.17
C -0.23746 -0.67991 -0.05096 -3.5 0.5 -1.8 -0.47
C -0.85279 0.36739 0.91917 0.3 -0.3 -0.2 -0.05
O -2.23980 0.47650 0.77550 0.0 0.0 0.0 -0.80
N 2.37209 -1.65364 0.49335 -1.0 -1.1 0.5 -0.73
H 0.87305 0.85685 -1.08408 -0.1 0.1 0.2 0.25
H 1.29491 -0.77178 -1.70096 -0.2 -0.3 0.2 0.21
H 2.04347 0.27994 1.06358 -1.2 0.0 0.7 0.16
H -0.27032 -1.68038 0.36633 0.8 -0.1 0.1 0.21
H -1.02690 -0.74342 -0.81636 0.0 0.2 0.0 0.27
H -0.38021 1.32146 0.65714 0.0 0.1 0.3 0.17
H -0.63895 0.08884 1.95738 0.1 0.2 0.1 0.14
H -2.29354 0.97708 -0.11609 0.0 0.1 -0.2 0.52
H 2.47828 -1.86231 1.48428 1.0 0.2 0.0 0.32
H -2.23358 2.06199 -2.09457 0.0 0.0 0.1 0.42

(2)
17
Properties=species:S:1:pos:R:3:forces:R:3:nbo_charge:R:1 method="wB97M-V/def2-TZVPD" gap_ev="8.54 / 8.54" total_charge=+1
C 0.26040 -1.32287 -1.02350 -2.6 1.2 -3.4 0.03
C -1.30593 0.43936 -1.43293 -0.1 -1.2 -4.9 -0.43
C -0.69622 -0.18669 0.80361 -0.1 2.4 1.2 -0.34
C 0.94455 0.71515 1.29833 -3.4 -0.1 0.7 0.49
N -0.68657 -0.52767 -0.56772 3.4 -0.6 -0.9 -0.23
O 1.77011 -0.24372 1.72958 0.0 -1.3 1.1 -0.68
O 1.34911 1.41053 0.25334 -0.2 1.4 0.2 -0.66
H 0.70364 -2.07387 -0.48555 1.1 -1.2 2.1 0.22
H 0.46814 -1.44541 -2.14677 -0.7 0.7 1.7 0.23
H -2.30244 0.08000 -1.93481 2.0 0.3 1.0 0.27
H -0.54487 0.77364 -2.26226 -1.6 -0.8 1.5 0.24
H -1.51726 1.25974 -0.87718 -0.7 2.5 1.6 0.23
H -0.66168 -1.07712 1.34885 -0.1 -1.2 1.3 0.21
H -1.58140 0.48249 1.03407 1.1 -1.1 -0.1 0.23
H 0.61726 1.42151 2.10133 0.0 -0.6 -0.7 0.18
H 1.40278 -0.62600 2.58168 0.8 0.6 -1.4 0.51
H 1.78038 0.92094 -0.42007 0.9 -1.1 -0.9 0.49

(3)
17
Properties=species:S:1:pos:R:3:forces:R:3:nbo_charge:R:1 method="wB97M-V/def2-TZVPD" gap_ev=6.09 total_charge=+1
C 0.02993 3.08821 -0.72380 -1.6 0.8 0.9 0.20
C 0.75569 1.35419 -0.82349 -3.3 0.3 -0.7 0.68
C -1.34059 -0.97713 0.31539 1.8 -1.4 0.2 -0.42
C 0.83643 -2.28120 0.49719 1.0 -2.2 0.8 -0.41
N -0.04397 -1.30285 1.00055 -0.1 2.2 -2.5 -0.67
O 1.31206 2.51439 -0.90791 1.3 -1.3 0.0 -0.36
O -0.53616 1.69154 -0.69855 2.8 0.7 -0.6 -0.37
H -0.06500 3.43752 0.33793 0.0 0.3 -1.3 0.25
H -0.26680 3.76206 -1.59381 0.1 -1.1 1.3 0.27
H 1.03378 0.31697 -1.00407 0.8 0.2 0.4 0.28
H -2.03365 -1.63734 0.75174 -1.7 -0.4 0.3 0.21
H -1.52858 0.04302 0.51332 -0.8 0.8 0.3 0.19
H -1.40247 -1.15097 -0.79309 0.8 0.0 1.0 0.20
H 0.79487 -2.19380 -0.60571 0.0 -0.9 0.4 0.18
H 1.91769 -2.02323 0.76517 -1.3 -0.6 -0.1 0.20
H 0.57132 -3.37563 0.99198 0.9 2.3 -1.9 0.19
H -0.03454 -1.26575 1.97715 -0.6 0.2 1.4 0.38

(4)
17
Properties=species:S:1:pos:R:3:forces:R:3:nbo_charge:R:1 method="wB97M-V/def2-TZVPD" gap_ev=11.07 total_charge=+1
C 1.06239 -1.45170 -1.43054 3.4 1.0 0.6 -0.10
C 2.29915 -0.98559 -1.07449 -2.8 -1.0 -1.1 -0.31
N -0.14894 -0.81101 -0.91918 0.2 0.4 -1.0 -0.72
H 0.95448 -2.30684 -2.09155 -0.3 0.3 0.1 0.25
H 3.13793 -1.43138 -1.55738 0.5 -0.4 -0.1 0.24
H 2.51067 -0.16442 -0.41880 -0.2 0.3 0.3 0.22
H -0.02581 -0.50725 0.06672 -0.7 -0.8 0.3 0.47
H -0.37945 0.06840 -1.40604 0.2 -0.4 -0.2 0.44
H -0.93054 -1.44067 -1.09793 -0.3 0.1 0.7 0.45
O -0.39153 1.73759 2.65641 -0.7 -0.8 -0.8 -0.52
C -0.86417 1.07404 1.76766 1.4 1.2 1.2 0.77
O -0.62165 -0.27641 1.69747 1.1 -0.1 0.8 -0.73
C -1.54475 1.57951 0.56495 -1.6 1.5 -0.5 -0.77
H 0.07717 -0.40089 2.39175 -0.9 -0.3 -0.3 0.53
H -2.08716 0.74306 0.05793 0.3 1.1 0.2 0.22
H -0.80912 2.13103 -0.06996 -0.3 -0.8 0.2 0.26
H -2.23866 2.44255 0.86298 0.7 -1.5 -0.4 0.30

Max |F|
In order: 3.99, 5.08, 3.36, 3.65
Unit: eV/A